[1]
{
  "formula": "C3H5ClN2",
  "method": "wB97M-V/def2-TZVPD",
  "elements": ["H", "N", "C", "N", "C", "C", "Cl", "H", "H", "H", "H"],
  "positions_angstrom": [[-0.215430, -1.292681, 0.620644], [0.783051, -1.785325, 0.403843], [1.346285, -0.856680, -0.284157], [0.795606, 0.416575, -0.543590], [-0.388950, 0.999732, 0.096800], [-1.599220, 0.541015, 0.167975], [-2.195510, -0.954552, -0.362448], [2.460966, -0.998181, -0.568166], [1.393525, 1.119074, -1.059898], [-0.091235, 1.848103, 0.695142], [-2.289091, 0.962916, 0.833858]],
  "atomic_forces_ev_per_a": [[2.821, -2.197, -0.153], [-2.357, 2.834, -0.274], [1.014, -0.341, 0.892], [0.119, 1.167, -0.825], [3.875, -0.400, -0.699], [-0.792, -0.969, 0.492], [-0.428, -0.600, -0.975], [-2.021, 0.448, -0.034], [-0.998, -1.418, 1.115], [-0.465, 0.441, -0.143], [-0.768, 1.036, 0.606]],
  "lowdin_charge": [0.01, 0.04, -0.35, -0.03, -0.20, -0.59, 0.69, 0.13, 0.14, 0.11, 0.05],
  "e_above_lowest_kcal_mol": 28.6
}

[2]
{
  "formula": "C24H26MoN7O2",
  "method": "wB97M-V/def2-TZVPD",
  "elements": ["Mo", "C", "C", "N", "C", "C", "C", "C", "C", "C", "C", "N", "C", "C", "C", "C", "C", "C", "C", "C", "N", "C", "H", "H", "H", "H", "H", "H", "H", "H", "H", "H", "H", "H", "N", "C", "C", "C", "C", "N", "C", "N", "N", "C", "O", "O", "H", "H", "H", "H", "H", "H", "H", "H", "H", "H", "H", "H", "H", "H"],
  "positions_angstrom": [[0.350565, 0.206091, -1.712310], [-3.953662, 0.453948, -2.570923], [-2.643422, -0.000832, -2.410839], [-1.659299, 0.803208, -2.012814], [-1.915296, 2.123729, -1.801883], [-3.198824, 2.665939, -1.977006], [-4.231671, 1.784645, -2.355101], [-3.362630, 4.066120, -1.822952], [-2.271565, 4.845103, -1.559921], [-0.979310, 4.289499, -1.404798], [-0.789999, 2.928386, -1.488406], [0.413339, 2.175371, -1.441058], [1.663631, 2.731643, -1.072657], [1.960340, 3.889671, -0.386993], [3.306095, 4.299565, -0.232767], [4.344888, 3.561336, -0.734805], [4.080138, 2.317025, -1.362433], [5.068275, 1.445045, -1.869342], [4.697699, 0.241360, -2.426897], [3.343395, -0.106080, -2.462541], [2.395945, 0.695699, -1.981633], [2.744562, 1.910794, -1.478353], [-4.717425, -0.239282, -2.888180], [-2.384147, -1.037837, -2.603921], [-5.232581, 2.168366, -2.503138], [-4.341997, 4.504414, -1.953919], [-2.377518, 5.917663, -1.483855], [-0.161519, 4.978865, -1.281022], [1.197205, 4.503962, 0.062691], [3.501968, 5.228741, 0.282039], [5.366848, 3.902594, -0.639415], [6.110943, 1.732861, -1.822960], [5.428124, -0.443895, -2.830603], [3.023016, -1.059516, -2.872299], [0.443015, -0.008776, 0.462447], [0.860029, -1.377078, 0.849625], [0.537155, -1.810216, 2.281370], [-0.925491, -1.868675, 2.743327], [-1.771880, -3.049369, 2.248657], [-1.158676, -4.357040, 2.442660], [-1.374608, -5.191546, 3.464814], [-2.068990, -4.808903, 4.532134], [-0.876261, -6.422946, 3.417706], [0.348510, -2.300272, -0.234154], [0.053945, -3.444402, -0.097239], [0.300884, -1.661554, -1.440522], [1.107557, 0.663745, 0.843406], [-0.458801, 0.212410, 0.887240], [1.951241, -1.397591, 0.736557], [1.085596, -1.147644, 2.954657], [0.997958, -2.791491, 2.411212], [-1.472154, -0.952588, 2.495427], [-0.896880, -1.885540, 3.834844], [-1.983225, -2.975051, 1.183657], [-2.747522, -3.031950, 2.737474], [-0.613342, -4.705111, 1.666819], [-2.430010, -3.876727, 4.626678], [-2.279487, -5.457343, 5.273743], [-0.417261, -6.772701, 2.593069], [-0.987413, -7.065819, 4.185387]],
  "atomic_forces_ev_per_a": [[-0.148, 0.301, -0.057], [0.164, 0.014, 0.026], [-0.199, -0.108, -0.068], [0.341, 0.144, -0.099], [0.019, 0.276, 0.087], [0.067, 0.022, 0.024], [0.082, -0.044, -0.007], [0.103, -0.018, 0.005], [0.000, -0.097, 0.002], [-0.050, -0.068, -0.080], [-0.232, -0.004, 0.016], [-0.163, -0.118, 0.082], [0.174, 0.002, -0.033], [0.082, -0.032, -0.004], [0.009, -0.146, -0.081], [-0.124, 0.005, 0.012], [-0.013, 0.051, 0.056], [-0.089, -0.111, -0.063], [-0.101, 0.092, 0.065], [0.153, -0.057, -0.051], [-0.169, -0.038, -0.161], [0.023, 0.177, 0.130], [-0.030, -0.023, -0.008], [-0.026, 0.079, -0.004], [-0.039, 0.007, 0.007], [-0.030, 0.024, 0.001], [-0.017, 0.023, -0.002], [0.073, -0.029, 0.027], [-0.073, 0.004, -0.045], [0.023, 0.023, 0.024], [0.011, 0.015, 0.007], [0.021, -0.006, 0.007], [0.014, -0.001, -0.013], [0.028, 0.075, 0.011], [-0.005, 0.465, 0.036], [0.145, -0.154, 0.140], [0.017, -0.013, -0.039], [0.013, -0.010, -0.025], [-0.059, 0.010, -0.046], [0.050, -0.134, 0.083], [-0.017, 0.050, -0.045], [-0.005, 0.021, -0.001], [0.036, -0.035, -0.005], [-0.077, -0.267, -0.464], [0.022, -0.044, 0.051], [0.084, -0.494, 0.519], [-0.068, 0.076, 0.017], [0.047, 0.015, -0.054], [-0.057, -0.049, 0.014], [-0.018, 0.026, -0.028], [-0.001, -0.009, 0.004], [0.010, 0.025, -0.005], [-0.004, -0.006, 0.001], [0.001, 0.033, 0.032], [0.019, 0.018, 0.005], [-0.003, 0.035, 0.004], [0.008, -0.004, 0.003], [-0.009, -0.001, -0.010], [-0.020, -0.008, 0.006], [0.009, 0.019, -0.007]],
  "lowdin_charge": [1.72, 0.00, -0.07, -0.07, -0.17, -0.13, 0.07, 0.03, -0.01, 0.04, -0.18, -0.10, -0.20, 0.03, -0.01, 0.03, -0.13, 0.07, 0.00, -0.06, -0.07, -0.18, 0.13, 0.13, 0.14, 0.14, 0.13, 0.11, 0.11, 0.13, 0.14, 0.15, 0.13, 0.13, 0.02, -0.25, -0.12, -0.15, -0.16, 0.09, -0.41, 0.23, 0.22, -0.49, 0.17, -0.22, 0.13, 0.12, 0.17, 0.13, 0.13, 0.12, 0.12, 0.12, 0.13, 0.14, 0.12, 0.15, 0.14, 0.14],
  "energy_ev": -41670.2694,
  "charge": 3
}